Computed, not measured: a single C3H7NO2S molecule in a non-equilibrium geometry, with ωB97M-V with the def2-TZVPD basis set.

Geometry as XYZ:
```
14
C3H7NO2S, DFT ωB97M-V with the def2-TZVPD basis set
C 1.0548 0.2754 1.0087
C 0.7835 -0.2843 -1.4911
C 0.7175 0.5938 -0.2617
N -1.1983 -1.6360 0.2194
O -1.7575 0.7321 -0.7218
O -1.5632 0.3898 1.7685
S -1.3026 -0.2210 0.2217
H 1.3063 0.9809 1.6901
H -1.9292 -0.3044 2.1777
H 1.0515 -0.7788 1.2456
H 0.7426 -1.2629 -1.0993
H 1.7078 -0.0176 -1.9914
H 0.0106 -0.0657 -2.2774
H 0.3762 1.5988 -0.4889
```

The calculation puts the energy above the lowest of the compared OMol25 structures with the same formula, charge and spin at 575.4 kJ/mol. Its net charge is 0. The orbital gap is 9.576 eV. Its highest occupied orbital energy is -10.033 eV.

natural (NBO) population analysis, charges in e, atoms 1 to 6: number 1, C, carries -0.2780; number 2, C, carries -0.6579; number 3, C, carries -0.2565; number 4, N, carries -1.0017; number 5, O, carries -0.8860; number 6, O, carries -0.8570

***

Computed, not measured: 3 unconnected molecules or ions with the total composition C3H12O2S, with ωB97M-V with the def2-TZVPD basis set.

Geometry as XYZ:
```
18
C3H12O2S, DFT ωB97M-V with the def2-TZVPD basis set
C -0.0444 0.8273 1.9968
C -1.0670 -0.1318 2.5809
S -1.3904 -1.5858 1.5210
C -2.2575 -0.8495 0.1145
H 0.0761 1.7380 2.6006
H 0.9317 0.3404 1.9673
H -0.3417 1.1659 1.0125
H -0.7271 -0.6018 3.4955
H -2.0351 0.3146 2.7770
H -2.9109 -0.0314 0.3735
H -2.8368 -1.6658 -0.3120
H -1.5478 -0.5141 -0.6366
H 1.6319 0.7451 -6.1368
H 2.7499 0.2718 -5.2125
O 1.8160 0.5048 -5.2159
H 2.0539 -0.3988 -0.7631
H 3.2746 -0.3510 0.1342
O 2.6245 0.2220 -0.2970
```

The calculation puts the energy above the lowest of the compared OMol25 structures with the same formula, charge and spin at 42.8 kJ/mol. Its net charge is 0. The orbital gap is 9.112 eV. Its highest occupied orbital energy is -8.386 eV.

natural (NBO) population analysis, charges in e, atoms 1 to 6: number 1, C, carries -0.6218; number 2, C, carries -0.5100; number 3, S, carries 0.1640; number 4, C, carries -0.7502; number 5, H, carries 0.2083; number 6, H, carries 0.2214

***

Computed, not measured: a single C5H7N molecule, with ωB97M-V with the def2-TZVPD basis set.

Geometry as XYZ:
```
13
C5H7N, DFT ωB97M-V with the def2-TZVPD basis set
C -1.1141 -1.1648 0.2963
C -0.1661 -0.0982 -0.2105
C 1.2943 -0.3433 -0.3720
N 0.4093 -0.3442 -1.5306
C -0.3677 1.2459 0.2995
C -0.2167 2.2368 0.9665
H -1.9039 -1.3587 -0.4331
H -1.5915 -0.8423 1.2233
H -0.5732 -2.0962 0.4855
H 1.9392 0.5224 -0.2183
H 1.7202 -1.2927 -0.0644
H 0.5246 0.5101 -2.0678
H 0.0457 3.0250 1.6255
```

The calculation puts the energy above the lowest of the compared OMol25 structures with the same formula, charge and spin at 304.5 kJ/mol. Its net charge is 0. The orbital gap is 10.302 eV. Its highest occupied orbital energy is -9.242 eV.

natural (NBO) population analysis, charges in e, atoms 1 to 6: number 1, C, carries -0.5963; number 2, C, carries -0.0155; number 3, C, carries -0.2211; number 4, N, carries -0.5674; number 5, C, carries -0.0097; number 6, C, carries -0.2455

***

Q: What is the highest occupied orbital energy in the first record?
A: -10.033 eV

***

Q: Look up the orbital gap of the first one.
A: 9.576 eV

***

Please write out number 3 again, unchanged.
Computed, not measured: a single C5H7N molecule, with ωB97M-V with the def2-TZVPD basis set.

Geometry as XYZ:
```
13
C5H7N, DFT ωB97M-V with the def2-TZVPD basis set
C -1.1141 -1.1648 0.2963
C -0.1661 -0.0982 -0.2105
C 1.2943 -0.3433 -0.3720
N 0.4093 -0.3442 -1.5306
C -0.3677 1.2459 0.2995
C -0.2167 2.2368 0.9665
H -1.9039 -1.3587 -0.4331
H -1.5915 -0.8423 1.2233
H -0.5732 -2.0962 0.4855
H 1.9392 0.5224 -0.2183
H 1.7202 -1.2927 -0.0644
H 0.5246 0.5101 -2.0678
H 0.0457 3.0250 1.6255
```

The calculation puts the energy above the lowest of the compared OMol25 structures with the same formula, charge and spin at 304.5 kJ/mol. Its net charge is 0. The orbital gap is 10.302 eV. Its highest occupied orbital energy is -9.242 eV.

natural (NBO) population analysis, charges in e, atoms 1 to 6: number 1, C, carries -0.5963; number 2, C, carries -0.0155; number 3, C, carries -0.2211; number 4, N, carries -0.5674; number 5, C, carries -0.0097; number 6, C, carries -0.2455